The following is a quantum chemistry calculation of an isolated molecule of C3H4O3, from the Open Molecules 2025 dataset.

Values from the calculation:
**HOMO-LUMO gap**: 11.33 eV
**Energy above the lowest of the compared OMol25 structures with the same formula, charge and spin**: 1.823 eV
**SMILES**: O=C1OCCO1

The geometry in XYZ format:
```
10
Properties=species:S:1:pos:R:3:forces:R:3
O 2.680 0.236 -0.125 -1.217 -0.835 0.541
C 1.510 -0.018 -0.016 -0.084 1.266 -1.151
O 0.554 0.820 -0.628 1.139 1.663 0.273
C -0.704 0.737 0.052 0.534 -0.416 0.038
C -0.729 -0.753 -0.038 1.438 -0.877 1.008
O 0.858 -1.018 0.559 -2.156 0.466 -1.845
H -0.657 1.102 1.086 0.173 -0.006 -0.203
H -1.451 1.339 -0.501 0.380 -0.758 0.088
H -1.109 -1.415 0.701 -1.203 -0.145 0.398
H -0.950 -1.031 -1.093 0.996 -0.356 0.853
```
Forces are in eV/Å.